# 1
{
  "formula": "C20H27BrFNO2S7SbTc",
  "method": "ωB97M-V/def2-TZVPD",
  "lumo_energy_ha": [-0.2975, -0.2962],
  "e_homo_ev": [-13.63, -13.63],
  "largest_force_ev_per_a": 0.553,
  "gap_ev": [5.53, 5.57],
  "charge": 2,
  "energy_ev": -184090.9678,
  "relative_energy_kcal_mol": 29.94,
  "species": ["Sb", "Tc", "Br", "S", "S", "S", "S", "S", "S", "S", "F", "O", "O", "N", "C", "C", "C", "C", "C", "C", "C", "C", "C", "C", "C", "C", "C", "C", "C", "C", "C", "C", "C", "C", "H", "H", "H", "H", "H", "H", "H", "H", "H", "H", "H", "H", "H", "H", "H", "H", "H", "H", "H", "H", "H", "H", "H", "H", "H", "H", "H"],
  "positions_angstrom": [[-1.51, 1.71, -4.29], [-0.31, -0.55, -0.68], [-0.61, -3.32, -1.03], [0.60, 2.31, -3.96], [0.57, 4.87, 1.77], [-1.63, -0.83, -4.29], [1.21, 2.24, 0.63], [-2.04, 0.50, 1.82], [-1.91, -0.19, -2.38], [-0.03, 1.55, -0.77], [5.05, -1.41, 2.13], [-1.47, -0.64, 0.89], [0.93, 4.37, -0.81], [0.75, -1.40, -2.36], [-4.36, -2.01, 0.69], [0.54, -2.71, -2.41], [2.10, -1.59, -4.32], [1.60, -1.60, 1.13], [2.94, -0.89, -5.35], [-1.41, 1.26, 4.36], [2.76, -1.79, 1.87], [0.67, 5.75, -1.14], [0.86, 4.02, 0.44], [1.07, -3.55, -3.36], [1.62, -0.79, -0.01], [-1.46, 0.03, 3.46], [2.82, -0.24, -0.44], [-1.07, 0.87, 5.79], [3.93, -1.21, 1.43], [-4.24, -1.29, 2.03], [1.51, -0.84, -3.30], [1.87, -2.96, -4.33], [-3.80, 0.17, 1.91], [3.99, -0.45, 0.28], [-5.22, -1.27, 2.51], [2.87, 0.38, -1.33], [2.31, -3.57, -5.10], [1.38, 6.38, -0.61], [0.81, 5.81, -2.22], [-2.12, -0.75, 3.86], [2.38, -0.08, -5.81], [2.76, -2.41, 2.75], [-1.85, 0.25, 6.22], [-5.05, -1.49, 0.03], [-0.96, 1.75, 6.41], [-4.10, 0.77, 2.78], [0.86, -4.60, -3.35], [-4.23, 0.65, 1.03], [0.69, -2.10, 1.45], [-0.13, 0.31, 5.83], [3.24, -1.58, -6.13], [3.83, -0.47, -4.90], [-3.59, -1.84, 2.72], [-0.35, 6.01, -0.86], [-2.37, 1.79, 4.33], [-0.66, 1.96, 3.96], [-3.40, -2.09, 0.18], [-4.75, -3.02, 0.84], [-0.47, -0.40, 3.28], [1.62, 0.23, -3.26], [4.93, -0.02, -0.03]]
}



# 2
{
  "formula": "C20H27Cl3F3N2PdSi2",
  "method": "ωB97M-V/def2-TZVPD",
  "lumo_energy_ha": 0.0967,
  "e_homo_ev": -4.63,
  "largest_force_ev_per_a": 0.460,
  "gap_ev": 7.26,
  "charge": -1,
  "energy_ev": -89121.7418,
  "relative_energy_kcal_mol": 0.00,
  "species": ["Pd", "Cl", "Cl", "Cl", "Si", "Si", "F", "F", "F", "N", "N", "C", "C", "C", "C", "C", "C", "C", "C", "C", "C", "C", "C", "C", "C", "C", "C", "C", "C", "C", "C", "H", "H", "H", "H", "H", "H", "H", "H", "H", "H", "H", "H", "H", "H", "H", "H", "H", "H", "H", "H", "H", "H", "H", "H", "H", "H", "H"],
  "positions_angstrom": [[1.15, -1.87, 0.27], [-1.12, -4.76, -0.11], [1.71, -6.70, 0.24], [1.48, -3.83, 1.56], [0.89, -4.96, -0.61], [0.07, 0.86, 1.14], [3.02, -3.36, -1.25], [0.69, -5.64, -2.08], [1.23, -3.04, -2.47], [1.25, -0.20, -1.13], [-1.50, -3.20, 3.17], [0.11, -0.34, -2.11], [1.63, -3.27, -1.14], [1.15, 1.10, -0.40], [0.86, -0.54, 1.96], [-0.05, 2.56, 1.99], [-1.67, 0.44, 0.57], [1.10, 3.35, 2.13], [-3.70, 1.04, -0.63], [0.53, -0.11, -3.56], [-1.23, 3.04, 2.55], [2.73, 0.88, -2.85], [-4.18, -0.26, -0.49], [-0.12, 5.03, 3.34], [-2.47, 1.38, -0.10], [1.07, 4.57, 2.79], [-2.17, -0.86, 0.71], [-1.27, 4.26, 3.22], [1.45, 1.10, -3.69], [-3.41, -1.21, 0.19], [2.54, -0.26, -1.85], [-4.29, 1.78, -1.15], [-5.14, -0.54, -0.91], [0.31, -0.99, 2.78], [1.89, -0.34, 2.27], [-2.35, -3.73, 3.26], [-0.33, -1.33, -2.01], [3.01, 1.80, -2.34], [-1.20, -2.92, 4.10], [1.02, -1.00, -3.95], [-1.60, -1.61, 1.24], [-0.38, 0.03, -4.16], [2.04, 3.01, 1.73], [3.33, -0.25, -1.09], [1.97, 5.16, 2.89], [-0.65, 0.38, -1.83], [-2.20, 4.61, 3.65], [-3.77, -2.22, 0.30], [-2.14, 2.46, 2.47], [2.15, 1.36, -0.04], [-2.10, 2.39, -0.22], [2.60, -1.22, -2.35], [-0.16, 5.98, 3.86], [-0.78, -3.79, 2.77], [3.56, 0.61, -3.50], [0.92, 1.99, -3.33], [1.70, 1.28, -4.73], [0.84, 1.91, -1.08]]
}



# 3
{
  "formula": "C20H27ClFN2O",
  "method": "ωB97M-V/def2-TZVPD",
  "lumo_energy_ha": -0.0756,
  "e_homo_ev": -11.19,
  "smiles": "CC[NH+](CC)CCNCc1cc(Cl)ccc1OCc1ccccc1F",
  "largest_force_ev_per_a": 0.724,
  "gap_ev": 9.13,
  "charge": 1,
  "energy_ev": -41440.2251,
  "relative_energy_kcal_mol": 3.39,
  "species": ["Cl", "F", "O", "N", "N", "C", "C", "C", "C", "C", "C", "C", "C", "C", "C", "C", "C", "C", "C", "C", "C", "C", "C", "C", "C", "H", "H", "H", "H", "H", "H", "H", "H", "H", "H", "H", "H", "H", "H", "H", "H", "H", "H", "H", "H", "H", "H", "H", "H", "H", "H", "H"],
  "positions_angstrom": [[-6.31, -1.60, 0.30], [2.56, -1.34, 2.02], [-0.44, -1.52, 0.09], [0.23, 2.09, 0.14], [-1.80, 1.44, -1.21], [-3.87, -2.37, 1.16], [4.06, -1.93, 0.31], [-0.95, 2.36, -1.96], [0.33, -2.53, 0.75], [3.24, -3.08, -1.62], [-3.92, -0.83, -0.68], [-4.58, -1.60, 0.26], [-1.80, -1.59, 0.19], [1.23, 1.20, 0.78], [2.65, 1.72, 0.70], [-0.01, 3.35, 0.89], [-0.80, 3.11, 2.16], [-2.48, -2.36, 1.12], [2.78, -1.94, 0.83], [1.71, -2.52, 0.16], [-2.53, -0.81, -0.72], [1.96, -3.09, -1.08], [0.45, 2.31, -1.30], [4.29, -2.51, -0.93], [-1.82, 0.06, -1.72], [0.37, -2.32, 1.83], [-1.94, -2.96, 1.84], [-0.80, -0.28, -1.84], [-1.06, 4.07, 2.61], [-0.58, 4.02, 0.23], [-1.73, 2.58, 1.95], [1.15, -3.55, -1.62], [1.01, 1.45, -1.70], [5.28, -2.51, -1.34], [-2.33, 0.01, -2.69], [0.95, 3.82, 1.11], [-1.36, 3.37, -1.88], [1.02, 3.21, -1.49], [4.86, -1.48, 0.87], [2.99, 1.83, -0.32], [-2.75, 1.78, -1.13], [2.76, 2.67, 1.22], [-0.13, -3.51, 0.59], [3.30, 1.01, 1.20], [-0.24, 2.55, 2.90], [3.41, -3.54, -2.59], [-0.73, 1.58, 0.06], [-4.38, -2.97, 1.89], [0.94, 1.05, 1.82], [1.16, 0.23, 0.27], [-4.48, -0.24, -1.39], [-0.87, 2.11, -3.02]]
}



# 4
{
  "formula": "C20H27CrN3S2",
  "method": "ωB97M-V/def2-TZVPD",
  "multiplicity": 5,
  "lumo_energy_ha": [-0.2327, -0.2424],
  "e_homo_ev": [-14.50, -14.68],
  "largest_force_ev_per_a": 1.629,
  "gap_ev": [8.17, 8.08],
  "charge": 2,
  "s2": 6.02,
  "energy_ev": -75727.4657,
  "species": ["Cr", "S", "S", "N", "N", "N", "C", "C", "C", "C", "C", "C", "C", "C", "C", "C", "C", "C", "C", "C", "C", "C", "C", "C", "C", "C", "H", "H", "H", "H", "H", "H", "H", "H", "H", "H", "H", "H", "H", "H", "H", "H", "H", "H", "H", "H", "H", "H", "H", "H", "H", "H", "H"],
  "positions_angstrom": [[-0.59, -0.02, -0.28], [-2.10, 2.06, -0.27], [-1.97, -2.19, -0.20], [0.76, -1.31, 0.75], [0.61, 1.35, 0.83], [-1.14, -0.08, -2.35], [-1.53, -2.52, -1.96], [-3.90, 2.01, -0.63], [-1.81, -1.32, -2.85], [2.06, -2.78, 2.76], [4.10, 0.23, -0.45], [1.87, -1.41, 2.93], [-1.82, 1.15, -2.89], [0.80, 2.69, 0.69], [-1.59, 2.36, -2.01], [2.32, -0.66, 4.06], [1.70, 1.46, 3.01], [1.20, -0.70, 1.89], [1.73, 2.86, 2.92], [1.67, -3.37, 1.56], [-3.78, -2.17, -0.48], [1.11, 0.73, 1.93], [1.09, -2.60, 0.55], [4.09, 0.18, -1.79], [1.29, 3.46, 1.75], [2.24, 0.71, 4.10], [-1.43, -1.53, -3.86], [-2.21, 3.19, -2.35], [-4.10, -3.11, -0.95], [-4.20, 2.92, -1.17], [0.87, -3.04, -0.43], [-0.48, -2.83, -2.01], [-4.18, 1.11, -1.18], [-4.10, -1.31, -1.07], [4.14, -0.68, 0.16], [-4.39, 2.01, 0.35], [2.63, 1.27, 4.95], [-4.23, -2.12, 0.52], [-0.22, -0.08, -2.81], [-0.54, 2.68, -2.02], [-2.89, 0.94, -3.01], [2.53, -3.34, 3.57], [0.56, 3.14, -0.27], [4.09, 1.18, 0.09], [2.78, -1.23, 4.88], [-2.89, -1.13, -2.93], [4.08, 1.09, -2.40], [4.13, -0.77, -2.33], [-2.16, -3.36, -2.26], [2.13, 3.42, 3.77], [1.28, 4.55, 1.65], [1.80, -4.44, 1.40], [-1.41, 1.35, -3.90]]
}